Record 1
Formula: C3H11NO2
Source: the Open Molecules 2025 dataset
Level of theory: ωB97M-V/def2-TZVPD

```
17
Properties=species:S:1:pos:R:3:forces:R:3
C -1.132680 0.141905 0.218383 2.080 2.966 1.358
N 0.056365 -0.025920 1.174249 -0.909 -1.439 0.882
C 1.359661 -0.634785 0.697690 -1.786 3.363 -2.379
C 1.907193 -1.605872 1.617468 3.179 -0.859 -0.212
O 2.941593 -2.289711 0.786886 2.882 1.380 1.009
H -0.927621 1.206120 -0.136765 -1.011 -1.171 0.167
H -2.130402 0.070981 0.681350 0.730 0.128 0.291
H -1.155920 -0.439879 -0.649773 0.384 -1.466 -1.228
H -0.272614 -0.555391 2.020921 0.541 0.671 -1.293
H 1.203751 -1.054552 -0.314152 -0.065 -0.390 0.580
H 2.164395 0.159384 0.457153 -1.281 -0.715 0.720
H 2.410494 -1.102635 2.506761 -1.031 -0.998 -0.752
H 1.197137 -2.399229 1.807479 -0.067 -0.071 0.687
H 3.897453 -1.820013 0.822465 -3.646 -1.400 0.169
O -4.343825 3.719907 -3.806321 0.028 0.489 1.869
H -3.808816 2.973380 -3.457028 -0.558 0.824 -0.231
H -4.559600 4.294218 -3.003917 0.532 -1.313 -1.637
```
Forces are in eV/Å.

Summary:
- SMILES: CNCCO.O
- Net charge: 0
- Energy: -326.0547 Eh
- Kohn-Sham gap: 0.3445 Ha
- Relative energy (zero: lowest compared OMol25 entry of this formula, charge and spin): 201.5 kJ/mol
- M: 93.1 g/mol
- LUMO energy: 0.02457 Ha

Record 2
Formula: C3H11NO2
Source: the Open Molecules 2025 dataset
Level of theory: ωB97M-V/def2-TZVPD

```
17
Properties=species:S:1:pos:R:3:forces:R:3
C 1.181694 -1.353581 1.019442 1.994 2.416 -4.601
N 0.143722 -1.691038 0.399111 -1.166 -1.608 -0.745
C -0.014235 -1.667987 -1.132619 1.926 3.537 0.522
C 0.767553 -0.521816 -1.877133 0.339 1.456 0.381
H 2.009206 -0.725791 0.474706 -1.103 -0.992 0.437
H 1.578152 -1.557531 1.958223 -0.817 -0.675 2.272
H 0.478330 -2.500778 -1.576815 -0.301 -1.375 0.328
H -1.010001 -1.500400 -1.529579 -0.492 -0.762 1.000
H 0.339893 -0.256731 -2.866010 0.399 -0.958 0.233
H 0.759977 0.492048 -1.443532 -0.610 -0.366 0.726
H 1.854159 -0.654512 -1.909377 -0.209 -0.563 -0.515
O -0.095272 2.936545 -0.079885 -0.015 -0.189 -0.194
H -0.251447 3.180035 -1.003390 -0.095 -0.196 0.380
H -0.783614 2.298848 0.178693 0.005 0.500 -0.209
O -1.711227 1.220916 1.696372 1.538 -1.584 -0.766
H -2.113946 0.358426 1.514728 -0.978 0.279 0.179
H -0.805884 0.853671 1.518425 -0.415 1.084 0.573
```
Forces are in eV/Å.

Summary:
- SMILES: C=NCC.O.O
- Net charge: 0
- Energy: -326.0542 Eh
- Kohn-Sham gap: 0.3729 Ha
- Relative energy (zero: lowest compared OMol25 entry of this formula, charge and spin): 202.8 kJ/mol
- M: 93.1 g/mol
- LUMO energy: 0.02582 Ha

Record 3
Formula: C3H11NO2
Source: the Open Molecules 2025 dataset
Level of theory: ωB97M-V/def2-TZVPD

```
17
Properties=species:S:1:pos:R:3:forces:R:3
C 0.000000 0.000000 0.000000 0.280 0.639 -0.174
O 0.286090 -0.904980 1.010520 -0.159 -1.310 0.872
C -0.880870 -1.381939 1.675249 -0.192 0.345 -0.170
C -0.702770 -2.712829 2.423419 0.904 0.594 -0.555
N 0.452770 -2.615009 3.399409 -1.721 -0.348 -0.462
H 0.980550 0.406770 -0.299440 -0.588 -0.054 0.445
H -0.626430 0.828820 0.370480 0.139 -0.052 -0.191
H -0.485370 -0.437930 -0.888390 0.035 -0.073 0.385
H -1.667799 -1.511959 0.907600 0.032 -0.058 0.375
H -1.220919 -0.595290 2.375959 0.002 -0.166 -0.124
H -0.521360 -3.467779 1.634380 0.227 0.098 0.678
H -1.687359 -2.932379 2.879299 0.405 -0.013 -0.016
H 0.512930 -3.511328 3.895059 0.036 0.450 -0.155
H 0.120550 -1.930819 4.088018 0.457 -0.289 -0.066
O 0.702990 1.056660 -2.419609 0.918 -0.716 -0.973
H 0.877000 0.851740 -3.366169 -0.165 0.284 0.974
H 1.296530 0.450250 -1.921369 -0.610 0.669 -0.842
```
Forces are in eV/Å.

Summary:
- SMILES: COCCN.O
- Net charge: 0
- Energy: -326.0855 Eh
- Kohn-Sham gap: 0.3806 Ha
- Relative energy (zero: lowest compared OMol25 entry of this formula, charge and spin): 120.8 kJ/mol
- M: 93.1 g/mol
- LUMO energy: 0.03182 Ha